The following is a DFT calculation (the ωB97M-V functional and the def2-TZVPD basis) of a molecular structure, C16H25CeINO6P2.

Properties
E_HOMO (spin up / spin down) in eV: -14.463 / -14.463
⟨S²⟩: 0.751
Spin multiplicity: 2
LUMO energy (spin up / spin down) in eV: -7.9 / -7.8
Frontier orbital gap (spin up / spin down) in eV: 6.56 / 6.62
Net charge: +2

Each line ends with the Löwdin charge.
Atoms and positions in Å:
C 0.03 0.27 -8.13  -0.0645
C 0.03 1.07 -6.85  -0.7093
H 0.03 0.97 -8.98  0.1085
H -0.87 -0.35 -8.18  0.0964
H 0.91 -0.36 -8.19  0.0964
O 0.04 2.26 -6.72  0.0597
I 0.03 -0.13 -4.94  0.7486
Ce 0.09 -0.59 -0.68  0.9652
P 2.65 0.51 -1.10  0.7512
C 3.74 1.68 -0.22  -0.2058
C 3.29 -1.05 -0.34  -0.2391
H 4.36 -1.05 -0.59  0.0776
H 4.49 0.19 -2.57  0.0701
H 2.82 -1.96 -0.77  0.0583
H 2.95 -0.33 -3.36  0.0164
H 3.45 1.71 0.83  0.0581
H 3.16 -1.06 0.76  0.0737
C 3.43 0.42 -2.73  -0.2476
H 4.77 1.32 -0.33  0.0736
H 3.33 1.39 -3.24  0.0686
H 3.64 2.68 -0.65  0.0679
P -2.55 0.46 -1.03  0.7467
C -3.60 1.71 -0.21  -0.2139
C -3.32 0.46 -2.68  -0.2437
H -2.90 -1.97 -0.76  0.0609
H -4.37 -0.97 -0.49  0.0733
H -3.11 -1.10 0.79  0.0719
C -3.29 -1.05 -0.30  -0.2400
H -2.86 -0.29 -3.32  0.0153
H -4.38 0.26 -2.53  0.0711
H -4.65 1.43 -0.38  0.0739
H -3.41 2.71 -0.61  0.0674
H -3.18 1.44 -3.15  0.0702
H -3.40 1.72 0.87  0.0685
C -0.04 1.73 -0.66  -0.2286
O -0.19 2.82 -0.28  0.1826
O 1.15 0.68 2.10  0.0409
C 0.51 -0.35 2.39  -0.5096
O 0.06 -1.17 1.45  -0.2585
C 0.18 -0.72 3.80  -0.1276
C -0.39 -1.96 4.11  0.0009
C -0.65 -2.29 5.43  0.0317
C -0.35 -1.37 6.46  -0.1199
C 0.21 -0.10 6.15  0.0487
C 0.48 0.21 4.81  0.0172
N -0.59 -1.77 7.81  -0.2997
O -1.06 -2.93 7.96  0.0674
O -0.33 -1.01 8.76  0.0962
H -0.61 -2.70 3.33  0.1257
H -1.09 -3.24 5.70  0.1304
H 0.43 0.63 6.92  0.1291
H 0.92 1.17 4.54  0.1270

=====

The following is a DFT calculation (the ωB97M-V functional and the def2-TZVPD basis) of a single CH2ClF2P molecule.

Properties
E_HOMO (spin up / spin down) in eV: -5.462 / -11.738
ΔE to the lowest compared entry with this formula, charge and spin in kcal per mole: 31.1
⟨S²⟩: 2.003
Spin multiplicity: 3
LUMO energy (spin up / spin down) in eV: 0.8 / -3.8
Frontier orbital gap (spin up / spin down) in eV: 6.24 / 7.96

Each line ends with the Löwdin charge.
Atoms and positions in Å:
C 0.11 0.48 0.52  -1.2027
F 1.29 0.74 1.27  -0.0674
F -0.63 -0.33 1.27  0.0016
P 0.36 -0.38 -1.17  0.8145
Cl -0.74 1.97 0.29  0.6485
H -1.00 -0.67 -1.20  -0.1087
H 0.60 -1.81 -0.98  -0.0858

=====

The following is a DFT calculation (the ωB97M-V functional and the def2-TZVPD basis) of a single C3H6N4 molecule.

Properties
E_HOMO in eV: -8.293
ΔE to the lowest compared entry with this formula, charge and spin in kcal per mole: 41.4
LUMO energy in eV: 0.9
Frontier orbital gap in eV: 9.15

Each line ends with the Löwdin charge.
Atoms and positions in Å:
C -0.17 0.84 -1.61  -0.0519
N -0.06 0.62 -0.17  -0.1939
C 1.09 0.34 0.53  -0.0588
C 0.74 0.38 1.84  -0.3952
N 1.61 0.13 2.93  0.0971
N -0.62 0.57 1.95  0.0372
N -1.12 0.65 0.73  0.0226
H -1.29 0.96 -1.88  0.1192
H 0.39 1.66 -2.06  0.0715
H 0.30 -0.03 -2.16  0.0912
H 2.11 0.15 0.18  0.1275
H 1.36 0.15 3.88  0.0571
H 2.54 0.45 2.72  0.0762

=====

The following is a DFT calculation (the ωB97M-V functional and the def2-TZVPD basis) of a single C13H23N3O3S molecule.

Properties
E_HOMO in eV: -8.727
ΔE to the lowest compared entry with this formula, charge and spin in kcal per mole: 0.7
LUMO energy in eV: 0.6
Frontier orbital gap in eV: 9.37

Each line ends with the Löwdin charge.
Atoms and positions in Å:
C -6.01 -0.03 -1.68  -0.1093
C -6.22 -0.41 -0.22  -0.2675
C -4.95 -0.27 0.61  -0.2894
C -3.87 -1.26 0.18  -0.4679
S -2.42 -1.20 1.29  0.9988
C -1.74 0.28 0.76  -0.6895
N -2.15 1.05 -0.20  0.0442
N -1.29 2.09 -0.25  0.0963
C -0.41 1.92 0.68  -0.3551
C 0.76 2.76 0.99  -0.0791
C 1.69 2.89 -0.23  -0.1664
N 2.11 1.60 -0.73  0.0834
C 3.06 0.88 -0.07  -0.5667
O 3.76 1.34 0.81  0.0932
O 3.10 -0.36 -0.57  0.0342
C 4.07 -1.32 -0.08  -0.5737
C 5.49 -0.82 -0.35  -0.0196
C 3.85 -1.58 1.41  -0.0195
C 3.78 -2.59 -0.89  -0.0240
O -0.63 0.77 1.37  0.0813
H -5.55 0.95 -1.76  0.0779
H -6.97 0.00 -2.20  0.0680
H -5.38 -0.75 -2.19  0.0658
H -6.59 -1.44 -0.16  0.1050
H -6.98 0.24 0.21  0.1049
H -4.56 0.74 0.52  0.0957
H -5.19 -0.45 1.67  0.1046
H -4.23 -2.28 0.24  0.0815
H -3.51 -1.03 -0.82  0.0696
H 0.43 3.76 1.29  0.1254
H 1.31 2.30 1.82  0.1241
H 1.17 3.41 -1.03  0.1235
H 2.58 3.44 0.06  0.1241
H 1.49 1.10 -1.34  0.1485
H 6.20 -1.59 -0.05  0.0892
H 5.68 0.08 0.22  0.0789
H 5.61 -0.61 -1.41  0.0914
H 4.51 -2.37 1.75  0.0889
H 4.06 -0.68 1.99  0.0786
H 2.82 -1.88 1.60  0.0906
H 4.46 -3.38 -0.60  0.0879
H 3.90 -2.38 -1.95  0.0863
H 2.76 -2.92 -0.71  0.0861

=====

Number 1: calculated total energy -2585.77835 a.u.. Number 2: calculated total energy -1040.35847 a.u.. Number 3: calculated total energy -336.88331 a.u.. Number 4: calculated total energy -1297.36089 a.u..